[1]
14
Properties=species:S:1:pos:R:3 method="wB97M-V/def2-TZVPD" smiles=c1ncn2c1CCO2 largest_force_ev_per_a=8.9 e_homo_ev=-8.77
C -0.3368 -1.8293 0.2014
N -1.3586 -2.0130 -0.7878
C -1.2674 -0.8058 -1.4750
N -0.3535 0.0274 -0.8546
C 0.0503 -0.5742 0.1786
C 0.9759 0.2972 1.1039
C 0.4178 1.6660 0.3909
O 0.4882 1.2241 -1.1478
H 0.1398 -2.8786 0.7586
H -1.6822 -0.5361 -2.3448
H 0.7764 0.6010 2.2534
H 2.0885 0.1776 0.7484
H 0.9359 2.8342 0.4316
H -0.8743 1.8095 0.5430


[2]
14
Properties=species:S:1:pos:R:3 method="wB97M-V/def2-TZVPD" smiles="C=C1OC=NN2C[C@H]12" largest_force_ev_per_a=10.4 e_homo_ev=-8.40
C -1.8411 -0.2356 -1.0255
C -0.5479 0.1528 -0.8512
O 0.5593 -0.4630 -1.4957
C 1.7758 -0.5305 -0.9103
N 1.9710 0.0914 0.2620
N 1.1301 0.8214 0.8822
C 0.1101 -0.0878 1.6135
C -0.2692 0.9061 0.5885
H -2.0973 -0.7947 -1.9785
H -2.7385 0.0023 -0.3918
H 2.2664 -1.1416 -1.6336
H 0.3643 -1.2381 1.4414
H -0.0573 0.4725 2.6557
H -0.6256 2.0445 0.8433


[3]
15
Properties=species:S:1:pos:R:3 method="wB97M-V/def2-TZVPD" largest_force_ev_per_a=3.7 e_homo_ev=-9.11
C -1.2841 -0.6891 -1.9333
C -0.6713 0.5042 -1.4383
C -1.3568 -1.4997 -0.8356
C 0.1518 -1.5588 1.8070
C 1.6991 0.9411 2.6076
N -0.6883 0.4194 -0.1317
N -1.0070 -0.7945 0.2490
O -0.2536 -2.6267 1.8734
O 1.1981 1.7048 1.8301
H -1.3898 -0.9234 -2.9357
H -0.3040 1.3519 -1.8240
H -1.7789 -2.4574 -0.7962
H 2.3629 1.2255 3.4732
H 1.4562 -0.1017 2.2932
H -0.2454 1.0036 0.5978


Listing relative energy (zero: lowest compared OMol25 entry of this formula, charge and spin) for the structures above in their given order: 6.364; 6.142; 3.249 eV.